52
Properties=species:S:1:pos:R:3:lowdin_charge:R:1 method="wB97M-V/def2-TZVPD" mol_weight_g_mol=285.33 largest_force_ev_per_a=2.0 e_above_lowest_ev=1.4744 smiles=CC(C)N(C)C.O.O.O.O.O.O.O.O.O.O.O
C 1.60837 -0.37962 -1.35855 -0.078
N 0.43695 -1.08601 -1.89035 -0.247
C 0.08348 -2.19266 -0.99380 -0.091
C 1.35846 -2.83622 -3.45855 -0.058
C 0.62074 -1.48481 -3.29134 -0.424
C -0.76381 -1.56823 -3.93066 -0.073
H 1.51477 0.67641 -1.61671 0.076
H 1.61316 -0.53922 -0.28376 0.061
H 2.56300 -0.76970 -1.73669 0.093
H -0.37527 -1.74926 -0.10380 0.065
H 1.02144 -2.63831 -0.63316 0.084
H -0.56012 -2.99889 -1.33178 0.089
H 1.54534 -2.90560 -4.52892 0.078
H 0.76024 -3.66836 -3.09124 0.071
H 2.26926 -2.86816 -2.85779 0.072
H 1.17703 -0.71193 -3.82572 0.141
H -1.19295 -0.63626 -4.31561 0.060
H -0.66997 -1.90619 -4.97764 0.088
H -1.51310 -2.02993 -3.29368 0.084
H 3.48512 0.56672 2.59978 0.070
H 2.84074 0.42809 1.20580 0.029
O 2.71745 0.21576 2.13832 -0.044
H -4.64232 0.18058 2.47879 0.061
H -3.47557 -0.59796 2.96107 0.049
O -3.96424 0.20931 3.16311 -0.049
H 0.05587 3.93364 -1.70332 0.045
H 0.97166 3.88624 -0.47944 0.023
O 0.98433 3.89821 -1.44157 -0.044
H -3.00448 1.49321 2.64045 0.008
H -2.83430 3.09185 2.74219 0.060
O -2.43332 2.27491 2.44395 -0.069
H -1.40939 -2.51923 1.88699 -0.007
H 0.02811 -2.93125 2.33620 -0.018
O -0.91939 -3.05700 2.51565 -0.075
H -1.29214 0.47324 -2.99951 -0.001
H -0.53213 1.30204 -2.10451 -0.017
O -0.99875 1.39835 -2.94518 -0.068
H 2.84588 3.14053 0.53409 0.023
H 3.82529 3.18112 -0.67736 0.044
O 3.59727 2.70641 0.12611 -0.045
H -1.11811 1.80505 1.08049 -0.008
H -0.53253 2.29154 -0.33345 0.004
O -1.14999 1.71959 0.12186 -0.044
H -0.38816 1.92106 2.78033 -0.024
H 0.78511 0.90500 2.85367 -0.002
O 0.42419 1.70469 3.24997 -0.057
H -3.43804 -0.54870 0.04016 0.066
H -2.23566 0.03678 0.69828 0.018
O -2.95874 -0.58576 0.87587 -0.045
H 1.84355 -1.58945 2.58574 0.023
H 2.54218 -2.93893 2.74697 0.058
O 1.85317 -2.49562 2.24391 -0.057


82
Properties=species:S:1:pos:R:3:lowdin_charge:R:1 method="wB97M-V/def2-TZVPD" mol_weight_g_mol=1915.04 largest_force_ev_per_a=12.1 total_charge=+1 total_energy_ha=-19442.3458
N 2.29438 -5.96774 2.64443 0.165
C 1.93502 -5.57090 1.44117 -0.128
O 1.15008 -4.85909 0.37875 -0.021
C 1.58865 -3.42545 0.44631 -0.040
N 2.98334 -3.15634 0.89439 0.204
N 3.38212 -1.85706 0.96661 -0.088
F 4.67419 -1.66825 1.43057 0.094
C 2.66569 -0.57350 0.62776 -0.361
Cl 3.39493 1.12444 0.79240 0.608
C 1.08654 -0.70053 0.09018 -0.460
I -0.07021 1.08692 -0.44740 1.027
C 0.47921 -2.25690 -0.00582 -0.096
S -1.28290 -2.62010 -0.53603 0.845
O -1.68050 -1.87890 -1.84980 -0.355
O -1.55941 -4.13769 -0.80378 -0.293
C -2.38578 -2.12217 0.94229 -0.202
F -2.68790 -0.66575 0.97054 -0.013
F -1.56244 -2.47423 2.15758 -0.039
C -3.81327 -2.93813 0.97454 -0.135
F -4.35247 -3.15540 -0.38901 0.055
F -3.75164 -4.19056 1.80304 0.048
F -4.80252 -2.05116 1.69219 0.025
C 4.06158 4.91992 2.44283 -1.504
Cl 4.47755 6.55841 1.91179 0.537
Cl 2.35071 4.82795 2.89466 0.532
Cl 4.43399 3.74127 1.17336 0.463
H 4.66354 4.67993 3.32288 0.027
C 0.33166 -1.13344 -4.66204 -1.510
Cl -0.25935 -0.55965 -6.23085 0.520
Cl 2.00965 -1.68715 -4.79406 0.532
Cl 0.19179 0.14216 -3.44026 0.421
H -0.28637 -1.97889 -4.34950 0.015
C -6.44135 0.46270 3.37067 -1.590
Cl -6.66616 2.20649 3.15075 0.510
Cl -5.53163 0.13512 4.85552 0.522
Cl -8.00661 -0.36690 3.40425 0.514
H -5.86687 0.07999 2.52335 -0.037
C -3.42927 1.14880 -8.11315 -1.514
Cl -3.12724 2.89122 -8.22483 0.533
Cl -4.83591 0.69730 -9.09151 0.538
Cl -1.99863 0.23566 -8.62195 0.505
H -3.64203 0.90236 -7.06987 0.018
C -8.17699 0.04500 -0.89626 -1.505
Cl -9.94517 -0.03842 -0.81703 0.539
Cl -7.52686 0.84647 0.54411 0.519
Cl -7.48500 -1.57668 -1.07154 0.523
H -7.89904 0.63467 -1.77345 0.019
C -1.83259 -5.53851 4.27207 -1.511
Cl -1.78886 -7.20086 3.66019 0.549
Cl -2.13029 -5.52617 6.01875 0.577
Cl -0.32069 -4.69609 3.89270 0.540
H -2.65345 -5.01161 3.77911 -0.005
C -0.90892 2.28916 -11.60444 -1.547
Cl -1.99835 3.24257 -12.62614 0.524
Cl -0.06181 1.06760 -12.56872 0.512
Cl 0.25082 3.34366 -10.77831 0.514
H -1.50762 1.77608 -10.84764 -0.050
C 8.84986 6.43048 1.29129 -1.525
Cl 7.50260 5.28646 1.16559 0.479
Cl 8.50606 7.90076 0.36405 0.526
Cl 9.17353 6.82632 2.98775 0.523
H 9.74207 5.95927 0.87134 0.020
C -1.76124 -2.53206 8.11597 -1.554
Cl -1.37427 -3.52307 9.53296 0.526
Cl -3.25635 -1.61977 8.38439 0.520
Cl -0.42191 -1.43472 7.73985 0.498
H -1.91211 -3.19678 7.26168 -0.058
C 1.19108 2.49452 7.54878 -1.528
Cl 0.10165 3.44792 6.52707 0.513
Cl 2.03819 1.27295 6.58449 0.487
Cl 2.35082 3.54901 8.37490 0.509
H 0.59238 1.98144 8.30557 0.016
C 2.36741 -1.53220 -13.78850 -1.549
Cl 2.41114 -3.19454 -14.40038 0.521
Cl 2.06971 -1.51985 -12.04182 0.485
Cl 3.87931 -0.68977 -14.16786 0.520
H 1.54655 -1.00530 -14.28146 0.002
C 6.16688 3.54756 9.16789 -1.532
Cl 5.80387 3.56254 7.43361 0.484
Cl 5.17790 4.74510 10.02082 0.510
Cl 5.90654 1.93058 9.84393 0.519
H 7.21894 3.81151 9.30178 0.019


44
Properties=species:S:1:pos:R:3:lowdin_charge:R:1 method="wB97M-V/def2-TZVPD" multiplicity=3 mol_weight_g_mol=544.94 largest_force_ev_per_a=0.5 total_charge=-1 total_energy_ha=-2153.2173
Pd 0.06397 -0.17953 -1.07918 0.598
C 2.64978 -1.98818 -2.64723 -0.084
C 2.80874 -2.98239 -1.68728 -0.078
C 2.74484 -2.66043 -0.35183 -0.041
C 2.46356 -1.34159 0.01415 -0.380
N 2.37358 -0.35976 -0.90448 0.032
C 2.45960 -0.69819 -2.20275 -0.195
N 2.31061 -1.02140 1.35993 0.160
C 1.42534 -0.14075 1.68281 -0.304
N 0.46539 0.44807 0.91024 0.023
C -0.17864 1.41567 1.62899 -0.299
N -1.05491 2.28161 1.27270 0.159
C -1.36627 2.48570 -0.07637 -0.352
C -2.68057 2.85309 -0.39175 -0.023
C -3.00831 3.12976 -1.69828 -0.080
C -2.01556 3.07565 -2.67419 -0.098
C -0.74904 2.71547 -2.26998 -0.201
N -0.41493 2.40697 -1.01093 0.067
C 0.32558 1.36140 3.03700 -0.102
C -0.01872 2.08493 4.15826 -0.017
C 0.67084 1.80645 5.33724 -0.089
C 1.67578 0.84001 5.36863 -0.089
C 2.01787 0.12465 4.22249 -0.017
C 1.31868 0.40607 3.06784 -0.102
H 2.66269 -2.20884 -3.70496 0.100
H 2.96103 -4.01193 -1.98769 0.107
H 2.83908 -3.40599 0.42537 0.110
H 2.40809 0.12709 -2.90281 0.102
H -3.40916 2.89999 0.40577 0.106
H -4.02672 3.38768 -1.96198 0.103
H -2.22314 3.28593 -3.71379 0.097
H 0.05439 2.64110 -2.99530 0.100
H -0.79473 2.83842 4.11314 0.109
H 0.42676 2.34979 6.24206 0.094
H 2.19813 0.64652 6.29776 0.094
H 2.79926 -0.62462 4.22725 0.110
S -1.62319 -0.62839 -2.67396 0.537
C -1.81540 -2.22273 -1.99054 -1.173
S -0.87396 -2.46302 -0.57815 0.585
C -2.66202 -3.16097 -2.53055 -0.394
C -2.78398 -4.46335 -1.93988 -0.265
N -2.88309 -5.51292 -1.47431 0.128
C -3.45367 -2.87983 -3.69344 -0.268
N -4.08760 -2.65724 -4.63002 0.126


23
Properties=species:S:1:pos:R:3:lowdin_charge:R:1 method="wB97M-V/def2-TZVPD" mol_weight_g_mol=137.25 largest_force_ev_per_a=0.8 e_above_lowest_ev=0.5596 smiles=CCSC.NCCO
C -0.29400 1.60727 1.49283 -0.286
O -0.11816 0.26648 1.90909 -0.111
C -1.58330 1.77946 0.71768 -0.288
N -1.63225 3.06978 0.02134 -0.010
H -0.31148 2.23733 2.38442 0.117
H 0.57978 1.89813 0.89759 0.108
H -0.13042 -0.31453 1.13276 -0.034
H -1.62819 0.98106 -0.02888 0.093
H -2.43557 1.61554 1.38852 0.114
H -1.56165 3.79286 0.73340 0.063
H -2.55813 3.23345 -0.35332 0.060
C 1.11033 0.41503 -2.08964 -0.158
C 1.49806 -0.86313 -1.36583 -0.522
S 0.02656 -1.71118 -0.64856 0.801
C 0.88188 -2.88138 0.44502 -0.393
H 2.01134 0.84636 -2.52226 0.075
H 0.62924 1.11650 -1.41037 0.050
H 0.37942 0.24276 -2.88169 0.072
H 2.15929 -0.64925 -0.52585 0.075
H 1.98439 -1.59692 -2.00702 0.067
H 1.66937 -3.40008 -0.10186 0.036
H 1.29035 -2.36854 1.31087 0.037
H 0.14464 -3.63471 0.71238 0.030